20
Properties=species:S:1:pos:R:3 method="wB97M-V/def2-TZVPD" orbital_gap_ev=8.64 lumo_energy_ha=0.035 total_charge=0 smiles="C[PH]#P(C)P.C=C" homo_energy_ev=-7.69 energy_ha=-1184.1881 spin_multiplicity=1
C -0.80 2.43 0.70
P -0.41 1.53 -0.87
P -0.58 -0.51 -0.12
C -0.71 -1.36 -1.77
P -2.72 -0.52 0.34
H -0.46 3.46 0.61
H -1.89 2.43 0.84
H -0.32 1.96 1.56
H 0.98 1.52 -0.70
H 0.26 -1.33 -2.26
H -1.01 -2.39 -1.60
H -1.45 -0.86 -2.40
H -2.67 -1.87 0.67
H -2.51 -0.14 1.66
C 2.74 -0.20 0.41
C 1.99 -1.25 0.69
H 2.89 0.60 1.11
H 3.23 -0.08 -0.55
H 1.55 -1.37 1.66
H 1.88 -2.07 0.00


19
Properties=species:S:1:pos:R:3 method="wB97M-V/def2-TZVPD" orbital_gap_ev="4.99 / 11.73" lumo_energy_ha="0.039 / 0.024" s2=0.750 total_charge=0 homo_energy_ev="-3.93 / -11.08" energy_ha=-215.4148 spin_multiplicity=2
C -3.26 2.69 -0.15
N -2.36 1.71 0.55
H -2.62 3.53 -0.43
H -4.06 2.94 0.53
H -3.61 2.25 -1.07
H -2.81 0.98 1.14
H -1.67 1.19 -0.04
H -1.69 2.19 1.20
C 3.30 -1.74 -0.10
C 2.00 -1.05 -0.48
C 0.76 -1.82 0.05
H 3.32 -1.99 0.96
H 3.39 -2.69 -0.64
H 4.15 -1.16 -0.41
H 1.95 -0.03 -0.12
H 1.94 -1.07 -1.57
H 1.04 -2.81 0.37
H -0.03 -1.79 -0.68
H 0.26 -1.33 0.89


19
Properties=species:S:1:pos:R:3 method="wB97M-V/def2-TZVPD" orbital_gap_ev=10.70 lumo_energy_ha=-0.146 total_charge=+1 homo_energy_ev=-14.66 energy_ha=-215.2775 spin_multiplicity=1
C -0.89 -2.16 2.26
N -0.23 -1.96 0.91
H -1.21 -1.17 2.62
H -0.11 -2.47 2.93
H -1.74 -2.84 2.22
H 0.39 -2.78 0.84
H -0.71 -1.85 0.02
H 0.37 -1.13 0.99
C 0.42 1.08 -2.35
C -0.17 1.76 -1.10
C 0.83 1.68 0.06
H 0.72 0.07 -2.08
H -0.23 0.99 -3.21
H 1.36 1.59 -2.62
H -0.39 2.80 -1.31
H -1.14 1.29 -0.86
H 1.50 2.52 -0.15
H 1.37 0.74 -0.01
H 0.43 1.86 1.05


19
Properties=species:S:1:pos:R:3 method="wB97M-V/def2-TZVPD" orbital_gap_ev=9.09 lumo_energy_ha=-0.146 total_charge=+1 homo_energy_ev=-13.06 energy_ha=-215.2725 spin_multiplicity=1
C -4.73 0.02 -1.78
C -4.56 1.12 -2.84
H -4.74 0.42 -0.76
H -5.77 -0.28 -1.95
H -3.94 -0.73 -1.79
H -4.03 0.70 -3.70
H -3.97 1.95 -2.44
H -5.53 1.54 -3.11
C 2.33 -1.07 1.30
C 3.76 -0.92 1.90
N 4.17 0.50 1.90
H 2.13 -2.14 1.23
H 2.40 -0.58 0.33
H 1.51 -0.56 1.81
H 4.42 -1.44 1.21
H 3.86 -1.26 2.93
H 3.32 1.07 2.02
H 4.80 0.72 2.66
H 4.60 0.96 1.09


19
Properties=species:S:1:pos:R:3 method="wB97M-V/def2-TZVPD" orbital_gap_ev=10.42 lumo_energy_ha=-0.141 total_charge=+1 homo_energy_ev=-14.25 energy_ha=-215.2082 spin_multiplicity=1
C 1.00 1.34 -1.92
C -0.21 1.90 -1.15
N 0.82 -0.22 -1.63
H 1.13 1.69 -2.90
H 1.93 1.86 -1.67
H -0.07 2.11 -0.01
H -1.18 1.38 -1.39
H 0.88 -0.57 -2.64
H 1.39 -0.78 -1.06
H -0.11 -0.31 -1.28
H -0.50 2.99 -1.32
C -0.56 -2.15 2.40
C -0.98 -0.73 2.33
H 0.00 -2.55 1.46
H 0.21 -2.32 3.26
H -1.55 -2.76 2.49
H -0.24 -0.12 1.84
H -1.44 -0.50 3.27
H -1.70 -0.76 1.46


19
Properties=species:S:1:pos:R:3 method="wB97M-V/def2-TZVPD" orbital_gap_ev="13.16 / 7.23" lumo_energy_ha="-0.274 / -0.496" s2=0.753 total_charge=+2 homo_energy_ev="-20.60 / -20.71" energy_ha=-214.7666 spin_multiplicity=2
C -2.89 -1.06 2.80
N -1.90 -0.27 2.01
H -3.67 -1.45 2.15
H -2.46 -1.92 3.29
H -3.25 -0.41 3.62
H -1.03 0.06 2.43
H -2.35 0.58 1.64
H -1.64 -0.74 1.13
C 1.83 1.54 -0.92
C 1.95 0.16 -1.49
C 1.41 -0.29 -2.82
H 1.07 1.58 -0.13
H 1.77 2.33 -1.67
H 2.72 1.85 -0.36
H 1.68 -0.56 -0.68
H 3.13 -0.04 -1.38
H 0.33 -0.33 -2.81
H 1.59 0.33 -3.69
H 1.57 -1.35 -3.06


20
Properties=species:S:1:pos:R:3 method="wB97M-V/def2-TZVPD" orbital_gap_ev=9.89 lumo_energy_ha=0.042 total_charge=0 smiles=CNC.CNC homo_energy_ev=-8.74 energy_ha=-270.2521 spin_multiplicity=1
C -0.59 6.37 -4.36
N 0.12 5.11 -3.91
C 0.10 4.05 -4.92
H -0.73 7.02 -3.48
H -1.58 6.17 -4.80
H 0.02 6.91 -5.10
H -0.42 4.77 -3.10
H 0.94 4.26 -5.60
H -0.85 4.25 -5.45
H 0.13 2.99 -4.64
C 3.31 2.02 -4.42
N 3.67 1.92 -5.87
C 3.82 0.52 -6.33
H 2.34 1.52 -4.25
H 3.25 3.05 -4.03
H 4.09 1.48 -3.85
H 4.54 2.45 -5.96
H 4.55 -0.04 -5.73
H 4.14 0.51 -7.39
H 2.84 0.03 -6.26


20
Properties=species:S:1:pos:R:3 method="wB97M-V/def2-TZVPD" orbital_gap_ev=9.89 lumo_energy_ha=0.039 total_charge=0 smiles=CCC.NCN homo_energy_ev=-8.83 energy_ha=-270.2454 spin_multiplicity=1
C 1.59 0.09 0.30
C 1.84 0.68 1.72
C 0.73 0.18 2.66
H 1.78 0.68 -0.62
H 2.06 -0.80 -0.12
H 0.51 -0.16 0.34
H 2.80 0.45 2.19
H 1.73 1.83 1.59
H -0.24 0.72 2.37
H 1.06 0.09 3.72
H 0.56 -0.92 2.39
N -2.23 -1.13 -2.57
C -1.03 -0.54 -1.93
N -1.30 0.64 -0.96
H -2.32 -0.92 -3.55
H -3.10 -0.97 -2.04
H -0.22 -0.21 -2.64
H -0.53 -1.39 -1.39
H -1.82 0.38 -0.10
H -1.86 1.31 -1.37


20
Properties=species:S:1:pos:R:3 method="wB97M-V/def2-TZVPD" orbital_gap_ev=12.63 lumo_energy_ha=-0.263 total_charge=+2 smiles=C[C@@H]([NH3+])CC[NH3+] homo_energy_ev=-19.79 energy_ha=-269.6210 spin_multiplicity=1
C 0.47 1.21 -1.35
C -0.58 0.63 -0.47
N -2.04 0.42 -1.34
C -0.18 -0.80 -0.02
C 1.13 -0.60 0.93
N 0.99 -0.75 2.40
H 1.41 1.25 -0.97
H 0.70 0.55 -2.34
H 0.08 2.10 -1.88
H -0.77 1.33 0.49
H -2.20 1.33 -1.85
H -2.81 0.27 -0.67
H -2.01 -0.46 -2.10
H 0.15 -1.29 -0.97
H -0.87 -1.49 0.49
H 1.64 -1.56 0.65
H 1.83 0.14 0.64
H 2.00 -0.60 2.88
H 0.37 0.00 2.81
H 0.69 -1.67 2.68


21
Properties=species:S:1:pos:R:3 method="wB97M-V/def2-TZVPD" orbital_gap_ev=8.94 lumo_energy_ha=0.024 total_charge=0 smiles=CCCNCN.O homo_energy_ev=-8.27 energy_ha=-345.5276 spin_multiplicity=1
C -1.13 -1.33 -2.06
C -1.51 -1.06 -0.58
C -0.91 0.21 -0.02
N 0.54 0.18 0.10
C 1.01 -0.41 1.34
N 2.46 -0.55 1.26
H -1.14 -0.41 -2.65
H -0.15 -1.77 -2.14
H -1.89 -1.98 -2.47
H -1.07 -1.91 -0.06
H -2.57 -1.08 -0.45
H -1.16 1.14 -0.55
H -1.33 0.34 1.01
H 0.89 1.07 -0.19
H 0.52 -1.38 1.41
H 0.74 0.26 2.17
H 2.65 -0.85 0.31
H 2.79 -1.26 1.89
O 0.47 3.22 0.57
H -0.37 3.69 0.64
H 1.15 3.89 0.47


21
Properties=species:S:1:pos:R:3 method="wB97M-V/def2-TZVPD" orbital_gap_ev=9.21 lumo_energy_ha=0.025 total_charge=0 smiles=CN[C@H](C)CN.O homo_energy_ev=-8.51 energy_ha=-345.4525 spin_multiplicity=1
C -1.40 0.07 0.64
N -0.64 -1.00 0.04
C 0.87 -1.26 0.32
C 1.02 -1.47 2.01
C 1.72 -0.12 -0.28
N 2.84 -0.61 -0.96
H -0.80 0.67 1.39
H -2.24 -0.36 1.21
H -1.80 0.75 -0.13
H -1.11 -1.95 0.24
H 1.09 -2.15 -0.21
H 0.11 -1.91 2.26
H 1.87 -2.10 2.35
H 1.17 -0.49 2.60
H 1.94 0.96 0.26
H 0.95 0.35 -1.03
H 2.99 0.16 -1.56
H 3.72 -0.70 -0.37
O -4.05 4.18 -2.87
H -4.50 3.60 -3.56
H -3.77 3.40 -2.35


21
Properties=species:S:1:pos:R:3 method="wB97M-V/def2-TZVPD" orbital_gap_ev=10.47 lumo_energy_ha=0.032 total_charge=0 smiles=NCCCCN.O homo_energy_ev=-9.61 energy_ha=-345.5069 spin_multiplicity=1
N 1.30 -0.90 1.04
C 0.05 -0.26 1.52
C -0.52 0.83 0.66
C -0.41 0.50 -0.92
C -1.39 -0.63 -1.20
N -2.83 -0.41 -0.69
H 1.16 -1.78 0.67
H 2.02 -0.86 1.79
H -0.67 -1.05 1.67
H 0.27 0.12 2.55
H -1.49 1.19 0.96
H -0.06 1.81 0.83
H -0.77 1.40 -1.38
H 0.60 0.44 -1.28
H -1.01 -1.55 -0.84
H -1.50 -0.70 -2.30
H -3.35 0.02 -1.50
H -2.74 0.41 -0.11
O 3.82 0.80 -0.71
H 4.51 0.17 -0.56
H 3.01 0.48 -0.21


21
Properties=species:S:1:pos:R:3 method="wB97M-V/def2-TZVPD" orbital_gap_ev=9.68 lumo_energy_ha=0.036 total_charge=0 smiles=CNC[C@H](C)N.O homo_energy_ev=-8.71 energy_ha=-345.5278 spin_multiplicity=1
C -2.08 -0.80 1.66
N -1.13 -0.07 0.86
C 0.05 -0.87 0.51
C 0.85 -0.15 -0.58
C 1.89 -1.13 -1.23
N 1.33 1.13 -0.10
H -2.69 -1.40 0.98
H -2.76 -0.13 2.17
H -1.57 -1.46 2.38
H -0.75 0.73 1.35
H -0.16 -1.88 0.21
H 0.71 -0.93 1.39
H 0.26 -0.02 -1.49
H 1.31 -1.97 -1.64
H 2.43 -0.59 -2.00
H 2.63 -1.54 -0.51
H 1.47 1.83 -0.82
H 2.26 1.05 0.31
O -1.34 2.81 -1.54
H -2.06 2.44 -1.00
H -0.62 2.94 -0.91


21
Properties=species:S:1:pos:R:3 method="wB97M-V/def2-TZVPD" orbital_gap_ev=9.61 lumo_energy_ha=0.021 total_charge=0 smiles=NCCCCN.O homo_energy_ev=-9.03 energy_ha=-345.5073 spin_multiplicity=1
N -1.91 2.00 1.57
C -0.97 2.16 0.42
C 0.28 1.19 0.45
C -0.03 -0.11 1.15
C -1.23 -0.95 0.63
N -0.89 -1.90 -0.46
H -2.68 1.41 1.32
H -1.37 1.77 2.40
H -1.55 2.00 -0.49
H -0.61 3.19 0.51
H 1.10 1.74 0.94
H 0.70 1.09 -0.56
H 0.85 -0.77 1.08
H -0.20 0.10 2.22
H -2.04 -0.33 0.13
H -1.65 -1.39 1.52
H -1.37 -1.64 -1.33
H 0.02 -1.69 -0.89
O 4.70 -2.29 -3.65
H 3.76 -2.42 -3.50
H 5.07 -3.16 -3.46


21
Properties=species:S:1:pos:R:3 method="wB97M-V/def2-TZVPD" orbital_gap_ev=9.44 lumo_energy_ha=0.034 total_charge=0 smiles=CN(C)CCN.O homo_energy_ev=-8.51 energy_ha=-345.5166 spin_multiplicity=1
C -1.57 0.61 1.27
N -0.47 -0.21 0.74
C -0.22 -1.46 1.42
C 0.71 0.61 0.58
C 1.55 0.39 -0.72
N 1.92 -0.97 -1.01
H -1.30 1.18 2.17
H -1.81 1.36 0.53
H -2.37 -0.05 1.53
H 0.58 -1.40 2.16
H 0.07 -2.21 0.70
H -1.13 -1.85 1.87
H 0.54 1.68 0.58
H 1.39 0.52 1.40
H 0.95 0.80 -1.52
H 2.46 0.98 -0.60
H 2.38 -1.46 -0.26
H 1.16 -1.50 -1.40
O -1.57 1.03 -2.05
H -1.42 0.58 -2.89
H -1.18 0.43 -1.40


21
Properties=species:S:1:pos:R:3 method="wB97M-V/def2-TZVPD" orbital_gap_ev=9.09 lumo_energy_ha=0.023 total_charge=0 smiles=CCNCCN.O homo_energy_ev=-8.47 energy_ha=-345.5098 spin_multiplicity=1
C 1.04 -0.60 -2.85
C 0.89 -0.16 -1.41
N 0.44 -1.28 -0.61
C 0.16 -1.17 0.84
C 1.39 -0.62 1.61
N 1.57 -1.05 2.99
H 0.62 0.03 -3.65
H 0.60 -1.57 -3.08
H 2.10 -0.72 -3.10
H 0.20 0.68 -1.27
H 1.87 0.21 -1.06
H 1.12 -2.02 -0.69
H -0.15 -2.17 1.14
H -0.72 -0.52 0.92
H 2.25 -0.93 0.99
H 1.42 0.46 1.56
H 1.18 -1.88 3.38
H 1.56 -0.23 3.57
O -4.69 4.14 -0.47
H -3.74 3.99 -0.48
H -5.02 3.24 -0.39


21
Properties=species:S:1:pos:R:3 method="wB97M-V/def2-TZVPD" orbital_gap_ev=10.03 lumo_energy_ha=0.034 total_charge=0 smiles=NCCCCN.O homo_energy_ev=-9.11 energy_ha=-345.5385 spin_multiplicity=1
N 2.91 -0.33 0.09
C 1.66 -0.11 -0.67
C 0.64 0.79 0.03
C 0.07 0.18 1.32
C -1.05 -0.81 1.08
N -2.16 -0.23 0.30
H 2.83 -1.20 0.62
H 2.99 0.38 0.81
H 1.22 -1.09 -0.88
H 1.94 0.33 -1.62
H 1.18 1.71 0.30
H -0.14 1.09 -0.64
H -0.31 0.99 1.94
H 0.87 -0.35 1.84
H -0.64 -1.68 0.56
H -1.38 -1.18 2.05
H -3.04 -0.64 0.60
H -2.25 0.75 0.57
O -1.42 0.52 -2.65
H -2.03 -0.17 -2.37
H -1.89 1.06 -3.29


21
Properties=species:S:1:pos:R:3 method="wB97M-V/def2-TZVPD" orbital_gap_ev=8.94 lumo_energy_ha=0.026 total_charge=0 smiles=CNCCCN.O homo_energy_ev=-8.24 energy_ha=-345.4641 spin_multiplicity=1
C -1.32 1.43 -1.45
N -0.07 0.67 -1.52
C 0.94 0.57 -0.58
C 0.96 -0.37 0.75
C -0.32 0.02 1.61
N -0.47 1.49 1.86
H -2.10 0.84 -1.17
H -1.58 1.99 -2.42
H -1.19 2.22 -0.62
H -0.32 -0.37 -1.61
H 1.15 1.59 -0.19
H 1.82 0.15 -1.09
H 1.09 -1.39 0.46
H 1.84 -0.18 1.32
H -1.20 -0.60 1.20
H -0.14 -0.36 2.58
H 0.29 1.93 2.37
H -1.31 1.72 2.53
O 0.33 -4.04 -1.28
H 0.44 -3.36 -1.94
H 1.16 -3.96 -0.80


21
Properties=species:S:1:pos:R:3 method="wB97M-V/def2-TZVPD" orbital_gap_ev=9.04 lumo_energy_ha=0.019 total_charge=0 smiles=CNCCCN.O homo_energy_ev=-8.54 energy_ha=-345.5046 spin_multiplicity=1
C 1.76 -1.84 -0.55
N 1.03 -0.88 0.27
C 0.76 0.37 -0.40
C 0.70 1.52 0.65
C -0.56 1.50 1.53
N -1.77 1.32 0.68
H 2.82 -1.62 -0.48
H 1.64 -1.80 -1.67
H 1.41 -2.83 -0.27
H 0.17 -1.33 0.58
H -0.19 0.42 -0.95
H 1.57 0.46 -1.18
H 1.62 1.38 1.20
H 0.69 2.47 0.02
H -0.46 0.62 2.18
H -0.93 2.33 2.13
H -1.80 1.94 -0.11
H -1.93 0.37 0.37
O -2.28 -1.16 -1.08
H -1.56 -1.22 -1.72
H -2.70 -2.02 -1.21


21
Properties=species:S:1:pos:R:3 method="wB97M-V/def2-TZVPD" orbital_gap_ev=9.60 lumo_energy_ha=0.028 total_charge=0 smiles=CN[C@H](C)CN.O homo_energy_ev=-8.83 energy_ha=-345.4606 spin_multiplicity=1
C 0.69 1.54 0.92
N -0.20 0.98 -0.02
C -0.64 -0.44 0.11
C -1.81 -0.89 0.94
C 0.57 -1.25 0.35
N 0.58 -2.78 0.40
H 1.66 1.04 0.95
H 0.39 1.72 1.89
H 0.73 2.60 0.52
H -1.00 1.46 -0.32
H -1.11 -0.65 -0.86
H -2.71 -0.28 1.07
H -2.07 -1.83 0.52
H -1.47 -1.04 2.10
H 0.79 -1.09 1.40
H 1.40 -0.91 -0.31
H 0.11 -3.04 1.20
H -0.20 -3.03 -0.29
O 1.26 2.97 -3.69
H 2.05 2.64 -3.79
H 0.97 2.29 -3.09


21
Properties=species:S:1:pos:R:3 method="wB97M-V/def2-TZVPD" orbital_gap_ev=9.61 lumo_energy_ha=0.034 total_charge=0 smiles=CNCCCN.O homo_energy_ev=-8.70 energy_ha=-345.4930 spin_multiplicity=1
C 2.04 -0.43 1.08
N 1.26 -0.97 -0.03
C -0.04 -1.51 0.30
C -0.96 -0.44 0.93
C -0.82 1.02 0.51
N -1.82 1.45 -0.48
H 1.84 -0.73 2.10
H 3.06 -0.69 0.80
H 2.08 0.67 1.06
H 1.70 -1.63 -0.66
H 0.03 -2.38 0.99
H -0.58 -1.95 -0.55
H -0.90 -0.47 2.02
H -1.97 -0.87 0.78
H 0.14 1.31 0.08
H -0.70 1.65 1.42
H -1.82 0.73 -1.20
H -2.74 1.59 -0.08
O 0.00 1.01 -3.45
H 0.54 1.74 -3.09
H -0.34 0.89 -2.54


21
Properties=species:S:1:pos:R:3 method="wB97M-V/def2-TZVPD" orbital_gap_ev=11.75 lumo_energy_ha=-0.252 total_charge=+2 homo_energy_ev=-18.60 energy_ha=-344.8834 spin_multiplicity=1
C -1.27 0.79 -1.57
C 0.03 -0.11 -1.72
C 0.66 -0.55 -0.39
C 1.78 0.06 0.02
N 2.58 -0.12 1.33
N -2.20 0.27 -0.51
H -0.91 1.79 -1.52
H -1.91 0.81 -2.57
H -0.21 -0.91 -2.42
H 0.66 0.55 -2.39
H 0.16 -1.28 0.26
H 2.49 0.68 -0.63
H 1.97 -0.12 2.11
H 3.22 -1.02 1.28
H 3.38 0.61 1.61
H -2.55 -0.80 -0.64
H -1.73 0.31 0.42
H -2.96 0.93 -0.45
H -0.93 -1.37 2.28
H -1.32 -0.15 3.19
O -0.95 -0.39 2.31


21
Properties=species:S:1:pos:R:3 method="wB97M-V/def2-TZVPD" orbital_gap_ev=9.46 lumo_energy_ha=-0.320 total_charge=+2 homo_energy_ev=-18.16 energy_ha=-344.8022 spin_multiplicity=1
C 2.11 0.33 0.46
O 3.19 0.33 -0.41
C 0.87 0.23 -0.38
C -0.38 0.46 0.43
C -1.73 0.85 -0.23
N -2.85 0.31 0.68
N 0.87 -1.66 -0.85
H 1.94 -0.52 1.11
H 2.07 1.24 1.09
H 4.02 0.60 0.01
H 0.85 0.68 -1.36
H -0.46 0.93 1.42
H -0.16 -0.61 0.81
H -1.95 0.32 -1.17
H -1.75 1.92 -0.41
H -3.01 0.80 1.55
H -2.67 -0.67 0.88
H -3.68 0.28 0.06
H 0.38 -2.59 -0.99
H 0.55 -1.17 -1.69
H 1.79 -2.08 -1.02


22
Properties=species:S:1:pos:R:3 method="wB97M-V/def2-TZVPD" orbital_gap_ev=9.26 lumo_energy_ha=0.028 total_charge=0 smiles=NCCNCCO.O homo_energy_ev=-8.51 energy_ha=-420.7001 spin_multiplicity=1
N -0.67 1.44 1.05
C -1.52 0.20 1.31
C -0.56 -1.05 1.40
N 0.01 -1.51 0.06
C -0.42 -0.96 -1.16
C 0.79 -0.60 -2.13
O 0.32 -1.02 -3.39
H -0.67 2.15 1.78
H 0.25 1.30 0.66
H -2.06 0.24 2.33
H -2.29 0.14 0.55
H -1.11 -1.81 1.92
H 0.43 -0.94 1.87
H 0.04 -2.55 -0.01
H -1.13 -0.08 -1.02
H -1.08 -1.48 -1.84
H 1.16 0.48 -2.10
H 1.68 -1.12 -1.94
H -0.57 -0.65 -3.51
O 1.69 2.79 2.47
H 2.37 2.22 2.83
H 1.84 2.98 1.61